# C3HO2Zn

A molecular structure, C3HO2Zn (ωB97M-V/def2-TZVPD, OMol25).

Geometry (Å):
C 4.776 -0.975 0.066
H 5.758 -1.388 -0.097
C 3.672 -0.504 0.228
O 1.064 0.414 0.793
C -0.059 0.192 0.878
Zn -3.033 -0.193 0.955
O -1.227 0.117 0.900

Cartesian forces, eV/Å:
C 4.97 -2.08 -0.76
H -0.16 0.09 0.04
C -4.68 1.89 0.68
O -2.42 -0.85 0.42
C 5.21 1.55 -0.62
Zn -0.57 -0.16 0.01
O -2.35 -0.44 0.23

Values from the calculation:
- total charge = +2
- gap between HOMO and LUMO (alpha / beta) (eV) = 2.3 / 2.3
- HOMO level (alpha / beta) (eV) = -16.876 / -16.822
- multiplicity = 2
- maximum force (eV/Å) = 5.47
- <S²> = 0.757